Below is C28H46BrIrN3P2S as an isolated structure in a non-equilibrium geometry, with properties calculated with the ωB97M-V functional and the def2-TZVPD basis.

The total charge is +4. The calculated total energy comes out at -5016.214209 hartree. As for the spin multiplicity: 6. The LUMO energy (alpha / beta) is -0.4683 / -0.5345 hartree. The HOMO energy (alpha / beta) is -18.9 / -19.1 eV. The value obtained for the gap between HOMO and LUMO (alpha / beta) is 6.182 / 4.557 eV.

Cartesian coordinates (Å):
N -6.2067 4.4349 -4.1955
C -6.0198 4.8443 -2.9690
C -5.1034 4.2276 -2.0890
C -4.3282 3.1390 -2.5122
C -4.6120 2.6671 -3.8560
C -5.5206 3.3893 -4.6597
C -3.2526 2.4647 -1.7469
Ir -0.4313 0.2787 -0.0821
P 4.5428 -0.4542 -0.2068
C -2.4242 1.4936 -2.2710
C -0.9826 1.3805 -1.9424
C 0.0588 0.9449 -2.8318
C 1.3923 0.9928 -2.3869
C 1.6855 1.6913 -1.1899
C 0.8027 2.5359 -0.6309
C -0.6093 2.1061 -0.7292
Br 1.5930 -0.8305 1.1550
H -3.1275 2.9190 -0.7679
H -2.6890 0.9915 -3.2195
H -5.0014 4.6667 -1.1165
H -4.1053 1.8057 -4.2984
H -6.5923 5.7137 -2.6560
H -5.7125 3.1248 -5.7118
H -0.2030 0.8637 -3.9093
H -1.3230 2.7007 -0.0989
H 2.1157 0.5353 -3.0888
H 0.8764 3.5569 -0.2230
P -1.2605 -1.7846 0.0589
C 3.7092 0.9657 0.4982
C 4.5644 2.2111 0.4835
H 3.4760 0.7042 1.5322
H 2.7097 1.2210 -0.0942
H 4.0265 3.0132 0.9988
H 5.5361 2.0851 0.9729
H 4.7540 2.5321 -0.5507
C 3.7216 -1.1123 -1.6727
C 4.6382 -2.0781 -2.4438
H 3.4753 -0.2457 -2.2990
H 2.7785 -1.5878 -1.3315
H 4.2435 -2.2988 -3.4406
H 5.6214 -1.6255 -2.5766
H 4.7546 -3.0241 -1.9072
C 4.5904 -1.9068 0.9292
C 5.2967 -1.6715 2.2698
H 5.0747 -2.7054 0.3640
H 3.5319 -2.1807 1.0701
H 4.9775 -2.3762 3.0630
H 6.3847 -1.8204 2.1486
H 5.1329 -0.6441 2.6408
C -1.0824 -3.0306 1.4461
C -1.7521 -4.4114 1.2252
H -1.4493 -2.5058 2.3483
H 0.0112 -3.1878 1.5280
H -2.8579 -4.3786 1.3288
H -1.5250 -4.8373 0.2270
H -1.3221 -5.0790 1.9934
C -0.0164 -2.5363 -1.0989
C -0.4814 -2.7343 -2.5253
H 0.2871 -3.5079 -0.6852
H 0.8505 -1.8539 -1.0181
H -1.3547 -3.4093 -2.5366
H -0.7886 -1.7913 -3.0119
H 0.3346 -3.1814 -3.1175
C -3.0528 -1.7346 -0.3398
C -3.8345 -1.0925 0.8197
H -3.3688 -2.7671 -0.5284
H -3.1339 -1.1446 -1.2748
H -4.6338 -0.5118 0.3574
H -4.2488 -1.8487 1.5008
H -3.2603 -0.3857 1.4273
S 0.2554 1.7820 2.1292
C 0.1507 1.1858 3.7127
N 1.0658 1.2332 4.7116
C 0.6160 0.6397 5.9613
C -0.7364 0.0516 5.5708
N -0.9447 0.5524 4.2114
H 1.9501 1.7226 4.6216
H 0.5190 1.3890 6.7521
H 1.2933 -0.1492 6.2936
H -1.5231 0.3761 6.2747
H -0.7484 -1.0645 5.5733
H -1.7781 0.3574 3.6427



Below is C28H46BrN3P2SZr as an isolated structure in a non-equilibrium geometry, with properties calculated with the ωB97M-V functional and the def2-TZVPD basis.

The total charge is +4. The calculated total energy comes out at -4959.085728 hartree. As for the spin multiplicity: 1. The LUMO energy (alpha / beta) is -0.4924 / -0.4924 hartree. The HOMO energy (alpha / beta) is -19.8 / -19.8 eV. The value obtained for the gap between HOMO and LUMO (alpha / beta) is 6.363 / 6.363 eV.

Cartesian coordinates (Å):
C -0.1033 5.0656 -2.9354
C -0.3482 3.8300 -3.6362
C -0.5902 3.9143 -5.0341
C -0.6189 5.1672 -5.6369
N -0.4045 6.2983 -4.9662
C -0.1530 6.2590 -3.6560
C -0.3402 2.5977 -2.9692
C -0.6188 1.7857 -1.9989
C -1.6724 2.1369 -0.9523
C -1.1990 2.4640 0.3283
C -2.0339 2.3893 1.4739
C -3.3642 1.9842 1.3235
C -3.9078 1.8833 0.0252
C -3.0661 1.9425 -1.1025
Zr -0.4202 0.1934 -0.5042
P 2.1439 -0.7012 0.0970
H -0.7497 3.0200 -5.6220
H 0.1350 5.0793 -1.8709
H -0.8190 5.2519 -6.7038
H 0.0214 7.2083 -3.1488
H -3.4786 1.7774 -2.0992
H -0.2047 2.9091 0.4232
H -4.9671 1.7193 -0.1015
H -1.6096 2.5908 2.4564
C 2.2400 -2.2287 1.1814
C 3.1909 -3.3586 0.7752
H 1.2053 -2.5979 1.2746
H 2.4869 -1.8624 2.1937
H 3.3038 -4.0406 1.6322
H 2.8102 -3.9692 -0.0582
H 4.1955 -2.9883 0.5280
C 2.8135 -0.9740 -1.6064
C 3.3905 0.3337 -2.1493
H 1.9967 -1.3041 -2.2711
H 3.5376 -1.8032 -1.5871
H 3.3009 0.3547 -3.2407
H 2.8515 1.2162 -1.7740
H 4.4511 0.4456 -1.8949
C 3.4657 0.2488 0.9479
C 4.8004 -0.4815 1.1038
H 3.0487 0.5051 1.9306
H 3.5876 1.1929 0.4056
H 5.5812 0.2243 1.4101
H 4.7684 -1.2553 1.8798
H 5.1528 -0.9496 0.1757
Br -4.2064 1.1183 2.7161
P -1.8060 -2.4334 -1.1264
C -0.0627 -3.0725 -1.2391
C 0.0828 -4.4411 -1.9327
H 0.3617 -3.1416 -0.2245
H 0.5319 -2.3362 -1.8088
H 1.1488 -4.6530 -2.0999
H -0.3172 -5.2742 -1.3373
H -0.4233 -4.4545 -2.9064
C -2.2372 -1.9104 0.5793
C -3.6975 -2.3526 0.8565
H -2.1788 -0.8015 0.7490
H -1.5594 -2.4193 1.2841
H -3.9931 -2.0954 1.8783
H -4.4148 -1.8750 0.1814
H -3.8072 -3.4362 0.7381
C -2.0326 -0.9789 -2.2051
C -2.4134 -1.3429 -3.6754
H -1.0270 -0.4234 -2.3014
H -2.8122 -0.3244 -1.7794
H -2.5881 -0.4138 -4.2342
H -1.6080 -1.8962 -4.1738
H -3.3252 -1.9533 -3.7099
C 0.6766 0.8824 6.1550
N 0.9031 0.6042 4.7310
C -0.0075 0.0634 3.8924
S 0.1524 0.2192 2.1135
N -1.0653 -0.6106 4.3659
C -1.0063 -1.5067 5.5287
H -0.2353 1.4743 6.3370
H 1.5271 1.4634 6.5175
H 0.6508 -0.0431 6.7430
H 1.7010 1.0481 4.2751
H -1.6953 -0.9192 3.6077
H -1.3296 -0.9683 6.4332
H -1.6993 -2.3347 5.3451
H 0.0024 -1.9353 5.6801



Below is a 9-piece molecular cluster, C28H47ClF3IN10O22PS overall in a non-equilibrium geometry, with properties calculated with the ωB97M-V functional and the def2-TZVPD basis.

The total charge is +1. The calculated total energy comes out at -5093.719465 hartree. As for the spin multiplicity: 1. The LUMO energy is -0.2029 hartree. The HOMO energy is -11.7 eV. The value obtained for the gap between HOMO and LUMO is 6.131 eV.

Cartesian coordinates (Å):
C -1.8470 4.2157 -2.9258
C -1.3649 3.0086 -1.9893
P 0.3401 2.4996 -2.6792
C -0.1159 1.8311 -4.4003
C 1.1607 1.1614 -1.6011
N 2.6251 1.2573 -1.8703
C 3.0141 2.2479 -2.8658
O 3.1928 1.9451 -3.9995
F 3.3091 3.5723 -2.5549
C 3.4716 1.4701 -0.7032
O 4.1318 0.5599 -0.3212
F 3.5517 2.6333 0.0206
C 0.8905 -0.3935 -1.9176
C 1.2695 -0.9772 -3.3304
C 2.5656 -1.9088 -3.1249
C 2.2182 -3.3943 -2.7314
Cl 3.4802 -4.4831 -3.5233
C -0.5842 -0.4526 -1.3599
S -1.7586 -1.6427 -2.1170
C -2.2842 -1.2385 -3.8251
O -1.0257 -2.9230 -2.2227
O -2.9746 -1.9288 -1.3551
N -0.7079 0.3982 -0.3766
I -2.5056 0.6467 0.6565
C 0.6204 1.0858 -0.1069
F 1.1950 0.1913 0.7856
O 0.6601 2.4042 0.3072
C 0.2499 2.6542 1.6479
O -0.7604 3.2903 1.7803
C 0.9987 2.2644 2.9419
C 1.9313 3.2177 3.5957
C 2.5917 2.8320 4.8619
C 2.3687 1.5391 5.5299
C 1.4604 0.5871 4.8655
C 0.8109 0.9706 3.6218
H -2.5375 4.8866 -2.3356
H -2.3524 3.7932 -3.8283
H -0.9771 4.8782 -3.2004
H -2.1239 2.1836 -2.0599
H -1.2882 3.4561 -0.9642
H -0.9340 1.0661 -4.3632
H 0.7784 1.5304 -4.9983
H -0.5536 2.7253 -4.9566
H 1.4115 -1.1380 -1.2318
H 0.4954 -1.6293 -3.8058
H 1.5933 -0.2255 -4.0909
H 3.1736 -1.8712 -4.0748
H 3.2090 -1.4148 -2.3422
H 2.3662 -3.5235 -1.6290
H 1.2401 -3.7701 -3.1148
H -3.1080 -0.4798 -3.8031
H -1.4384 -0.9990 -4.5170
H -2.7471 -2.1966 -4.2110
H 2.1374 4.2388 3.1778
H 3.2667 3.5560 5.3776
H 2.8462 1.2675 6.5070
H 1.2258 -0.4122 5.3211
H 0.0997 0.2503 3.1332
C 0.0615 -4.7472 -5.9496
N 1.2052 -3.8157 -6.1420
O 2.3025 -4.3052 -6.2785
O 0.9477 -2.6182 -6.1457
H 0.4352 -5.7672 -5.9672
H -0.3904 -4.5178 -4.9857
H -0.6397 -4.5785 -6.7644
C 1.0571 1.2276 9.6976
N 1.3513 0.2562 8.6117
O 2.4406 0.3181 8.0736
O 0.4785 -0.5412 8.3268
H 1.9228 1.8691 9.8362
H 0.1898 1.8090 9.3912
H 0.8508 0.6564 10.6005
C 2.2441 -3.6911 7.7641
N 2.6958 -4.0157 9.1428
O 2.5775 -3.1478 9.9920
O 3.1515 -5.1269 9.3252
H 1.8634 -2.6740 7.7509
H 3.1057 -3.7900 7.1060
H 1.4695 -4.3946 7.5029
C -2.0765 -5.0007 6.0837
N -0.6948 -4.7432 6.5692
O -0.0228 -5.7059 6.8773
O -0.3385 -3.5755 6.6214
H -2.2546 -6.0723 6.0898
H -2.7616 -4.4910 6.7586
H -2.1478 -4.6023 5.0733
C -1.9469 -0.5524 6.8521
N -3.4306 -0.6282 6.7769
O -4.0415 -0.7191 7.8227
O -3.9281 -0.5936 5.6636
H -1.6463 -0.5931 7.8919
H -1.5451 -1.4009 6.3018
H -1.6445 0.3906 6.3996
C -1.7663 5.8107 -7.2668
N -1.2848 5.5794 -5.8775
O -1.3638 6.5015 -5.0937
O -0.8403 4.4682 -5.6219
H -2.1289 6.8310 -7.3455
H -0.9246 5.6467 -7.9358
H -2.5643 5.1027 -7.4585
C -1.0985 -3.9441 0.5544
N -0.1923 -4.1037 1.7241
O -0.6143 -3.7544 2.8140
O 0.9066 -4.5712 1.5060
H -2.0388 -3.5178 0.8948
H -0.6078 -3.2827 -0.1491
H -1.2566 -4.9303 0.1236
C -3.4762 4.6154 -11.5145
N -3.0528 4.7581 -10.0958
O -3.2413 5.8360 -9.5584
O -2.5466 3.7837 -9.5718
H -3.9071 5.5558 -11.8464
H -2.5913 4.3685 -12.0973
H -4.2128 3.8160 -11.5577



Question: What is the formula in the second record?
Answer: C28H46BrN3P2SZr